Here is an isolated molecule of C20H26N2O2 from the OMol25 dataset. Energies are from ωB97M-V/def2-TZVPD.

Geometry as XYZ:
```
50
Properties=species:S:1:pos:R:3:lowdin_charge:R:1
C 2.40796 7.22676 1.06070 -0.06
C 2.43397 5.73212 0.94927 -0.29
C 2.12881 4.91945 2.02852 -0.04
C 2.15567 3.53740 1.92715 -0.02
C 2.49509 2.94077 0.72105 -0.26
C 2.80055 3.75001 -0.37371 0.00
C 2.76912 5.12226 -0.25633 -0.05
H 3.00969 5.73507 -1.11313 0.11
H 3.06209 3.27810 -1.30833 0.12
O 2.56133 1.59478 0.50330 -0.06
C 2.28804 0.71878 1.57981 -0.15
C 2.42765 -0.70816 1.03530 -0.34
O 3.69953 -0.91387 0.47823 -0.01
H 3.87018 -0.17349 -0.11868 0.10
C 1.31449 -0.98072 0.00359 -0.15
N 0.01352 -0.92409 0.64413 -0.17
C -0.43365 -2.18527 1.20675 -0.16
C -0.96663 -3.15590 0.14520 -0.14
N -2.03210 -2.52512 -0.60955 -0.11
C -2.98382 -3.32376 -1.23453 -0.23
C -3.62656 -4.33117 -0.50594 -0.03
C -4.61347 -5.10499 -1.07979 -0.09
C -5.00049 -4.89511 -2.39346 -0.11
C -4.38074 -3.89689 -3.12266 -0.09
C -3.38421 -3.12263 -2.55788 -0.03
H -2.90731 -2.36835 -3.16454 0.10
H -4.66658 -3.72150 -4.15011 0.10
H -5.77450 -5.50061 -2.83992 0.10
H -5.09317 -5.87449 -0.49196 0.10
H -3.36368 -4.49582 0.52827 0.10
C -1.57508 -1.30930 -1.24666 -0.16
C -1.04909 -0.35759 -0.16100 -0.16
H -1.87513 -0.12006 0.51691 0.13
H -0.69780 0.57063 -0.61556 0.12
H -0.77908 -1.50730 -1.98469 0.13
H -2.41441 -0.82924 -1.75110 0.12
H -0.14438 -3.44532 -0.53211 0.12
H -1.33225 -4.06030 0.62773 0.11
H -1.23615 -1.95960 1.91535 0.13
H 0.39129 -2.64806 1.74992 0.12
H 1.52722 -1.94575 -0.47645 0.12
H 1.37283 -0.20197 -0.76028 0.13
H 2.34351 -1.41322 1.86787 0.15
H 1.26627 0.85558 1.95136 0.13
H 3.00811 0.88171 2.39197 0.14
H 1.91120 2.94170 2.79230 0.10
H 1.86407 5.36676 2.97606 0.11
H 2.15405 7.53698 2.07099 0.07
H 3.38043 7.64429 0.80270 0.08
H 1.67364 7.64650 0.37394 0.08
```

## Properties
multiplicity: 1
Kohn-Sham gap: 8.48 eV
charge: 0
energy relative to the best compared isomer or geometry (same formula, charge and spin): 49.0 kcal/mol
HOMO: -7.71 eV
largest force on an atom: 0.0135 Eh/bohr

=====

Here is a structure of composition C20H26N2O2ReSi at a distorted geometry from the OMol25 dataset. Energies are from ωB97M-V/def2-TZVPD.

Geometry as XYZ:
```
52
Properties=species:S:1:pos:R:3:lowdin_charge:R:1
C 1.19090 -0.00042 2.19562 -0.13
C 0.99680 -1.37599 1.83918 -0.19
C 2.16854 -1.80847 1.14603 -0.19
H 0.15451 -1.99880 2.13598 0.15
C 3.05820 -0.68013 1.00219 -0.19
C 2.43333 0.44893 1.65131 -0.15
H 2.88612 1.40784 1.86103 0.13
H 0.51368 0.61138 2.80163 0.15
H 2.34923 -2.81571 0.78052 0.14
H 4.04189 -0.69023 0.54517 0.14
Re 1.26777 -0.30447 0.01266 1.40
C -0.18542 -0.32746 -2.13629 -0.22
H 0.44465 -1.21021 -2.24548 0.00
H 0.36198 0.60132 -2.31593 0.00
H -0.83743 -0.41251 -3.02791 0.09
Si -1.52183 -0.45569 -0.62109 0.71
C -2.93414 0.77543 -0.61166 -0.30
C -3.52504 0.92378 0.65807 -0.13
H -3.24196 0.23250 1.45203 0.09
C -4.46197 1.93428 0.91407 -0.05
H -4.87393 2.03525 1.91841 0.12
C -4.88547 2.77649 -0.13004 -0.04
H -5.63613 3.54980 0.07143 0.12
C -4.36656 2.57320 -1.41779 -0.06
H -4.74537 3.18406 -2.24317 0.12
C -3.39694 1.57790 -1.67070 -0.08
H -3.03169 1.39737 -2.68069 0.10
C -1.96295 -2.28142 -0.42536 -0.30
C -3.17566 -2.62483 0.18497 -0.07
H -3.99365 -1.90363 0.21422 0.11
C -3.31909 -3.89553 0.76652 -0.04
H -4.25914 -4.16488 1.22667 0.12
C -2.27181 -4.81888 0.74121 -0.05
H -2.37979 -5.80243 1.19407 0.12
C -1.07777 -4.47984 0.09504 -0.07
H -0.24716 -5.17499 0.05427 0.11
C -0.94774 -3.24231 -0.54600 -0.13
H -0.03729 -3.01235 -1.10538 0.08
H 2.10748 -1.37837 -1.04655 0.09
H -1.12127 -0.22038 0.77070 0.02
C 5.61766 3.67010 0.72503 0.00
O 5.19599 2.68318 -0.23977 0.00
C 3.86113 2.55116 -0.28386 -0.56
O 3.02265 3.23263 0.30424 0.09
N 3.54569 1.43885 -1.03922 0.04
N 2.13992 1.31001 -1.25387 -0.05
H 5.27881 3.40419 1.72999 0.10
H 5.23023 4.65301 0.44779 0.11
H 6.69738 3.64959 0.67140 0.11
H 4.17345 1.21221 -1.80036 0.18
H 1.70503 2.22745 -1.05684 0.14
H 1.99420 1.01801 -2.21349 0.10
```

## Properties
multiplicity: 4
Kohn-Sham gap (spin up / spin down): 7.30 / 5.04 eV
charge: +2
energy relative to the best compared isomer or geometry (same formula, charge and spin): 0.0 kcal/mol
HOMO (spin up / spin down): -14.41 / -14.42 eV
largest force on an atom: 0.1279 Eh/bohr

=====

Here is a structure of composition C20H26N2O7P2Ti from the OMol25 dataset. Energies are from ωB97M-V/def2-TZVPD.

Geometry as XYZ:
```
58
Properties=species:S:1:pos:R:3:lowdin_charge:R:1
Ti -0.12196 0.29851 0.06297 1.12
C 2.82907 2.95412 -0.25242 -0.01
C 3.26281 1.81934 -1.14149 -0.20
C 4.03854 2.04085 -2.27265 -0.02
C 4.40766 0.99080 -3.09845 -0.05
C 3.99564 -0.30138 -2.81411 -0.02
C 3.21305 -0.56719 -1.69841 -0.21
C 2.72866 -1.95504 -1.38065 -0.02
C 2.88155 0.50517 -0.87532 -0.21
N 2.03467 0.25295 0.26058 0.06
C 2.50932 0.13527 1.44319 -0.21
C 3.95879 0.17946 1.78299 0.03
C 1.48982 -0.06791 2.53490 -0.21
C 1.93512 -0.20857 3.94825 0.02
N 0.27333 -0.11128 2.14257 0.06
C -0.82422 -0.27077 3.05896 -0.20
C -1.28741 0.84189 3.76296 -0.20
C -0.63800 2.19234 3.62045 -0.01
C -2.38668 0.65770 4.59248 -0.02
C -2.99362 -0.58215 4.70775 -0.05
C -2.51814 -1.66368 3.98348 -0.02
C -1.42804 -1.52482 3.13551 -0.20
C -0.91350 -2.67640 2.31537 -0.02
H 3.18113 3.90345 -0.64948 0.09
H 3.22632 2.85708 0.76126 0.08
H 1.73948 3.00987 -0.17892 0.07
H 4.34891 3.05062 -2.50907 0.12
H 5.01161 1.18253 -3.97494 0.11
H 4.27556 -1.11693 -3.46859 0.12
H 3.09852 -2.66946 -2.11254 0.09
H 1.63569 -1.99550 -1.40607 0.07
H 3.05883 -2.28626 -0.39333 0.08
H 4.56202 0.37664 0.90208 0.10
H 4.26542 -0.77393 2.21987 0.11
H 4.14881 0.94920 2.53355 0.11
H 2.68296 -0.99915 4.03172 0.11
H 1.09589 -0.43367 4.60048 0.10
H 2.40743 0.71700 4.28564 0.11
H -0.58968 2.50402 2.57541 0.07
H 0.37782 2.20136 4.02416 0.08
H -1.20838 2.94298 4.16254 0.09
H -2.77318 1.50308 5.14702 0.12
H -3.84876 -0.70419 5.35855 0.11
H -3.00145 -2.62857 4.06774 0.12
H -1.47290 -3.58274 2.53582 0.09
H 0.14167 -2.87885 2.51287 0.08
H -1.02661 -2.47366 1.24602 0.07
O -2.32668 -0.96305 -2.98933 -0.02
P -1.68287 -0.11065 -1.86308 0.24
O -1.87067 -0.60697 -0.42011 -0.31
O -0.17250 -0.00250 -1.99039 -0.29
O -2.35772 1.32420 -1.97353 -0.21
P -2.15098 2.47351 -0.80673 0.29
O -1.66905 3.70571 -1.66308 -0.07
O -3.34577 2.66160 -0.00298 -0.21
O -0.84269 2.00631 -0.07190 -0.36
H -3.27126 -0.83400 -3.15070 0.12
H -2.34089 4.39843 -1.71536 0.11
```

## Properties
multiplicity: 2
Kohn-Sham gap (spin up / spin down): 7.14 / 7.30 eV
charge: +1
energy relative to the best compared isomer or geometry (same formula, charge and spin): 0.0 kcal/mol
HOMO (spin up / spin down): -11.81 / -11.93 eV
largest force on an atom: 0.0081 Eh/bohr

=====

Here is an isolated molecule of C20H26N4O3S at a distorted geometry from the OMol25 dataset. Energies are from ωB97M-V/def2-TZVPD.

Geometry as XYZ:
```
54
Properties=species:S:1:pos:R:3:lowdin_charge:R:1
C 5.38327 -2.16395 -1.06781 -0.06
C 4.05594 -2.28209 -1.81210 -0.25
O 3.51115 -1.02624 -2.15820 -0.06
C 2.90530 -0.26173 -1.20649 -0.28
C 2.65077 -0.64859 0.10440 -0.04
C 1.98316 0.20877 0.96001 -0.03
C 1.57058 1.46529 0.53749 -0.24
C 1.84318 1.86399 -0.76777 -0.01
C 2.49651 1.00617 -1.62327 0.01
H 2.70010 1.29753 -2.64099 0.12
H 1.53401 2.83794 -1.10637 0.10
N 0.85249 2.25525 1.44834 0.11
C 0.29235 3.47501 1.25210 -0.50
O 0.49123 4.19056 0.29476 0.08
C -0.71638 3.85106 2.33856 -0.10
H -0.73302 4.93747 2.44368 0.13
H -0.47423 3.39284 3.29839 0.12
C -2.11106 3.39673 1.87296 -0.44
C -2.45870 4.13691 0.58246 -0.51
O -2.82235 5.28225 0.53767 0.11
N -2.27950 3.32366 -0.49129 0.13
C -1.90574 2.01273 -0.28461 -0.57
N -1.49641 1.26577 -1.20442 0.06
N -0.94412 0.08065 -1.08991 0.09
C -1.51906 -1.04232 -1.17636 -0.29
C -0.66196 -2.26702 -1.09655 -0.12
H 0.30543 -2.05682 -1.55333 0.11
H -1.14283 -3.07081 -1.65498 0.11
C -0.44225 -2.70591 0.36274 -0.18
C -1.60270 -2.36916 1.30161 -0.20
C -2.99025 -2.73683 0.76492 -0.19
C -3.66069 -1.57936 0.02620 -0.20
C -3.00202 -1.24596 -1.31752 -0.13
H -3.45493 -0.33744 -1.72324 0.11
H -3.18140 -2.06410 -2.01862 0.12
H -4.70898 -1.82484 -0.15846 0.11
H -3.63361 -0.69469 0.66730 0.07
H -3.63226 -3.00752 1.60603 0.11
H -2.92247 -3.60933 0.11266 0.12
H -1.58719 -1.29889 1.52068 0.07
H -1.42868 -2.89405 2.24376 0.11
H 0.44941 -2.20981 0.74624 0.08
H -0.26143 -3.78299 0.37835 0.11
S -2.13338 1.62676 1.46017 1.02
H -2.28536 3.69634 -1.42990 0.17
H -2.85586 3.59229 2.64575 0.12
H 0.60981 1.76859 2.30099 0.12
H 1.77638 -0.11161 1.97249 0.11
H 2.95531 -1.61488 0.47555 0.10
H 3.33466 -2.87358 -1.23348 0.11
H 4.21471 -2.78155 -2.77222 0.12
H 5.78471 -3.15463 -0.87256 0.08
H 5.25419 -1.64108 -0.12336 0.07
H 6.09419 -1.60676 -1.67249 0.08
```

## Properties
multiplicity: 1
Kohn-Sham gap: 8.10 eV
charge: 0
energy relative to the best compared isomer or geometry (same formula, charge and spin): 53.3 kcal/mol
HOMO: -7.84 eV
largest force on an atom: 0.0380 Eh/bohr

=====

Question: Which value of energy relative to the best compared isomer or geometry (same formula, charge and spin) does entry 2 give?
Answer: 0.0 kcal/mol

=====

Question: Look up the charge of the second one.
Answer: +2

=====

Question: Number 1 is which compound?
Answer: C20H26N2O2